{"formula": "C18H22N4O4S2", "method": "ωB97M-V/def2-TZVPD", "elements": ["H", "H", "C", "H", "H", "N", "C", "H", "C", "S", "O", "C", "N", "H", "N", "C", "C", "H", "H", "H", "C", "H", "O", "H", "C", "H", "H", "C", "O", "C", "H", "C", "C", "C", "H", "O", "H", "N", "C", "C", "H", "H", "S", "C", "H", "H", "H", "H", "C", "C"], "positions_angstrom": [[0.670, 5.000, -0.101], [3.361, 1.237, 2.286], [1.032, -1.597, 0.529], [-4.254, -2.847, 1.084], [-0.227, 2.760, -1.263], [-0.788, 3.493, -0.671], [-1.982, -1.470, 0.770], [5.853, -2.071, -1.023], [-1.437, 0.291, -0.741], [4.616, -0.310, -0.477], [-2.673, 4.349, 0.023], [-4.088, -4.595, 0.057], [-1.066, -0.841, -0.112], [-3.602, 2.978, -2.014], [-0.421, 0.757, -1.223], [0.883, 3.077, 0.838], [1.164, 1.310, 2.254], [-4.826, -5.074, 0.456], [-2.082, 2.600, -2.857], [-0.498, 4.566, 1.099], [0.291, -1.013, -0.135], [2.375, 1.185, -1.635], [4.913, 0.878, -1.247], [3.213, -2.135, 0.775], [2.040, 0.352, -1.241], [-3.111, -2.366, -0.892], [-3.024, -3.923, 1.731], [2.428, -1.314, 0.421], [0.309, 2.413, 1.788], [0.712, 0.185, -1.042], [-4.773, -4.164, -0.871], [2.413, 1.578, 1.778], [0.119, 4.250, 0.202], [2.972, -0.564, -0.468], [-1.855, -3.190, -0.399], [5.332, -0.630, 0.734], [0.881, 0.611, 2.739], [5.239, -1.484, -1.626], [-2.422, -2.522, -0.045], [2.281, 2.868, 0.975], [-2.958, -0.820, 1.118], [2.995, 3.398, 0.435], [-3.012, 1.073, -0.914], [-3.435, -3.440, 0.782], [5.329, -1.305, -2.586], [-1.678, -1.726, 1.938], [0.800, -2.368, 1.342], [-3.204, -5.408, -0.297], [-2.761, 2.634, -1.560], [-2.043, 3.334, -0.714]], "homo_energy_ha": -0.3118, "homo_lumo_gap_ev": 8.52, "e_above_lowest_kj_mol": 1578.57, "e_tot_ev": -54828.8888}

{"formula": "C18H22N4OS", "method": "ωB97M-V/def2-TZVPD", "elements": ["H", "H", "H", "C", "C", "H", "C", "C", "C", "N", "H", "H", "C", "H", "C", "H", "C", "C", "H", "H", "H", "C", "N", "C", "N", "H", "N", "O", "H", "C", "H", "C", "S", "C", "H", "H", "C", "H", "H", "C", "H", "H", "H", "C", "H", "C"], "positions_angstrom": [[1.023, 2.320, -1.142], [-2.256, -1.699, -1.274], [2.841, -3.191, 2.097], [5.015, 1.407, -1.163], [-1.388, 1.359, -0.454], [-0.126, -1.653, -0.005], [0.912, -2.473, 1.865], [-3.431, 1.416, 0.515], [-4.536, -0.263, -0.428], [-0.396, 0.717, -1.197], [-2.516, -0.568, -2.713], [-6.770, -0.951, -0.339], [0.847, 1.237, -1.274], [-5.827, -1.179, -1.904], [3.931, 1.841, 0.872], [-0.097, -0.753, 1.287], [-3.251, -0.091, -0.906], [-2.982, -0.970, -1.836], [3.705, -1.550, -0.031], [-0.706, 0.045, -1.523], [0.359, -3.146, 1.797], [-2.619, 0.843, -0.278], [-3.094, 2.548, 1.429], [2.259, -2.820, 1.120], [-0.950, 2.412, 0.226], [3.647, 2.449, 1.801], [1.602, -0.851, 0.270], [3.867, 0.906, -1.155], [-3.584, -1.784, -2.186], [0.510, -1.516, 0.844], [-5.499, -2.381, -0.611], [2.774, -1.422, 0.906], [-5.082, 1.003, 0.796], [1.722, 0.621, -0.060], [3.241, -0.735, 1.343], [1.447, 0.557, -2.181], [5.155, 2.183, 0.108], [-1.422, 3.855, 1.974], [1.317, 1.111, 0.792], [-1.880, 2.854, 1.323], [1.049, -1.935, 2.892], [2.168, -3.374, 0.419], [5.955, 2.544, 0.540], [3.056, 1.100, 0.059], [5.717, 1.185, -1.868], [-5.707, -1.212, -0.745]], "homo_energy_ha": -0.2756, "smiles": "Cc1sc2ncnc(NC[C@H](c3ccco3)N3CCCC3)c2c1C", "homo_lumo_gap_ev": 8.01, "e_above_lowest_kj_mol": 1593.48, "e_tot_ev": -37850.6676}

{"formula": "C18H22N5O8V", "method": "ωB97M-V/def2-TZVPD", "elements": ["C", "O", "N", "O", "C", "H", "H", "O", "H", "O", "N", "H", "H", "C", "H", "H", "H", "H", "C", "C", "C", "C", "H", "H", "H", "C", "O", "C", "H", "N", "H", "C", "H", "H", "H", "H", "H", "H", "N", "N", "C", "C", "C", "H", "H", "O", "O", "O", "C", "C", "C", "C", "V", "C"], "positions_angstrom": [[1.100, -0.779, 2.202], [0.663, -2.507, -0.578], [-1.479, 2.395, -1.879], [-1.581, -0.009, -4.652], [-4.046, 0.862, 2.711], [4.820, 0.323, -3.018], [-0.389, 2.094, 4.115], [-1.416, 3.634, -1.860], [-5.092, 1.958, 4.142], [-0.086, -1.495, -4.949], [-3.685, 0.647, 1.411], [5.335, 2.353, -1.949], [-3.978, 1.110, -0.544], [2.283, 1.828, -0.750], [1.528, 2.469, -0.318], [2.223, -4.848, -2.209], [0.062, -4.330, -1.230], [2.418, -3.907, 0.669], [-5.223, 2.831, 2.099], [0.085, 1.339, 3.505], [2.759, 0.104, -2.169], [-4.863, 1.934, 3.087], [1.601, -3.388, -3.169], [2.840, -3.199, -1.991], [-5.988, 3.570, 2.281], [1.577, -0.603, 3.550], [-0.400, -0.547, -3.010], [1.954, -3.792, -2.220], [-5.368, 3.146, -0.031], [-0.667, -0.699, -4.195], [3.588, 3.463, -0.570], [0.999, -3.819, -1.007], [1.471, -1.668, 1.713], [2.640, -0.911, -2.518], [-3.591, 0.239, 3.467], [2.019, -5.484, 0.027], [0.891, -4.650, 1.037], [2.295, -1.318, 3.922], [0.259, -0.010, 1.462], [1.825, 0.659, -1.303], [1.046, 0.526, 4.182], [3.446, 2.490, -1.015], [-0.323, 1.027, 2.177], [-1.116, 1.644, 1.780], [1.396, 0.757, 5.177], [-1.946, 1.876, -2.821], [-1.713, -0.712, -0.321], [-1.031, 1.683, -1.013], [4.025, 0.666, -2.372], [1.610, -4.495, 0.233], [-4.870, 2.582, 0.744], [4.367, 1.900, -1.791], [-0.118, -0.407, -0.702], [-4.155, 1.469, 0.459]], "multiplicity": 3, "homo_energy_ha": [-0.3051, -0.3054], "homo_lumo_gap_ev": [7.50, 4.01], "e_tot_ev": -68528.9910}

{"formula": "C18H22N6S", "method": "ωB97M-V/def2-TZVPD", "elements": ["C", "C", "H", "H", "C", "C", "C", "C", "H", "H", "C", "H", "C", "C", "H", "H", "H", "H", "N", "C", "S", "H", "N", "H", "C", "N", "C", "H", "H", "H", "H", "C", "N", "H", "H", "H", "H", "C", "H", "N", "H", "N", "C", "C", "C", "C", "H"], "positions_angstrom": [[-1.477, -0.470, 2.664], [2.776, 1.838, -4.623], [4.080, -1.565, -3.683], [-3.911, -1.254, 7.421], [-4.248, 1.261, 4.198], [4.606, 0.183, -4.529], [-3.082, -0.559, 7.106], [-2.447, -0.129, 3.550], [0.954, 0.924, -3.679], [0.058, -3.458, -2.233], [-2.698, 0.606, 0.947], [0.697, -4.157, -0.734], [-3.507, 0.724, 3.155], [4.024, -0.536, -3.399], [4.692, -0.529, -2.533], [1.739, -0.112, -4.857], [-5.908, 2.033, 5.025], [4.894, 2.039, -5.341], [-2.292, -0.395, 4.807], [1.180, -0.912, -1.335], [0.791, 0.615, -0.512], [2.428, 2.821, -4.238], [-0.329, -1.725, 0.173], [-3.029, 0.289, 7.750], [-0.377, -0.430, 0.334], [0.601, -2.005, -0.741], [-3.578, 1.050, 1.801], [2.539, 1.871, -5.641], [4.603, 2.097, -3.494], [4.414, -0.371, -5.502], [-5.922, 1.812, 3.429], [1.939, 0.628, -4.030], [-4.096, 0.834, 5.436], [5.695, 0.067, -4.431], [-2.240, -1.170, 7.280], [1.716, -3.450, -1.891], [2.903, 0.797, -2.144], [0.758, -3.325, -1.455], [-4.394, 1.714, 1.468], [-5.354, 2.051, 4.200], [-2.846, 0.986, -0.024], [1.978, -1.142, -2.307], [4.297, 1.632, -4.520], [-3.204, -0.097, 5.711], [2.695, 0.019, -2.928], [-1.503, -0.081, 1.293], [-0.613, -1.019, 3.057]], "homo_energy_ha": -0.2919, "smiles": "Cc1nc(N)c2ccc(-c3nn(C)/c(=N/C4CCCCC4)s3)cc2n1", "homo_lumo_gap_ev": 8.07, "e_above_lowest_kj_mol": 236.87, "e_tot_ev": -38796.5856}

{"formula": "C18H23BCoF4IN3O3S3", "method": "ωB97M-V/def2-TZVPD", "elements": ["C", "C", "C", "H", "H", "C", "H", "N", "N", "S", "F", "C", "H", "C", "F", "H", "S", "H", "H", "H", "O", "H", "H", "H", "O", "Co", "C", "H", "C", "B", "H", "H", "H", "C", "H", "C", "H", "C", "H", "O", "S", "H", "C", "C", "N", "C", "H", "I", "H", "C", "F", "C", "H", "C", "F", "H", "C"], "positions_angstrom": [[-3.060, -2.264, 3.317], [-2.849, 0.587, -0.015], [-3.665, -3.512, 3.323], [2.345, 3.493, -1.996], [5.334, -1.772, 0.681], [-1.905, -2.077, 2.578], [-2.704, 3.280, -1.095], [4.377, -1.527, 0.482], [2.806, -0.088, -0.368], [-0.763, 2.784, -2.432], [1.665, 1.576, 1.666], [-2.562, -0.686, -0.792], [-2.893, 1.657, -2.660], [-1.948, 1.608, -3.195], [3.279, 0.199, 2.498], [3.792, 3.338, -3.022], [-1.011, -0.718, -1.763], [-1.395, -1.124, 2.598], [-3.639, 0.381, 0.709], [-3.475, -1.450, 3.892], [-0.005, -1.783, 0.505], [-3.390, -0.917, -1.462], [-3.177, 1.395, -0.658], [3.649, -1.939, 1.049], [1.263, 1.319, -1.096], [0.724, -0.089, 0.376], [-1.130, 2.945, 0.391], [-3.607, -5.542, 2.627], [-1.360, -3.135, 1.859], [2.049, 0.702, 2.762], [-0.504, 0.156, -3.875], [-2.106, 1.984, -4.207], [-0.047, 3.052, 0.464], [-0.088, -2.949, 1.058], [5.400, 1.929, -2.267], [2.467, 0.990, -1.086], [6.125, 0.020, -0.860], [-3.130, -4.575, 2.610], [-2.179, -0.422, -3.820], [0.707, -3.850, 0.932], [-1.423, 1.214, 0.971], [-2.428, -1.512, -0.094], [5.086, 0.283, -0.943], [-1.633, 3.426, -0.957], [3.398, 1.702, -1.787], [-1.970, -4.385, 1.882], [-1.521, -5.205, 1.343], [-5.435, -3.802, 4.447], [2.305, 2.435, -3.401], [4.698, 1.336, -1.701], [1.074, -0.351, 2.554], [-1.434, 0.185, -3.306], [-1.593, 3.557, 1.169], [4.085, -0.461, -0.240], [1.900, 1.293, 3.941], [-1.441, 4.502, -0.986], [2.942, 2.809, -2.599]], "multiplicity": 5, "total_charge": 1, "homo_energy_ha": [-0.4034, -0.4027], "homo_lumo_gap_ev": [8.12, 4.57], "e_above_lowest_kj_mol": 139.26, "e_tot_ev": -119432.8207}

Number 1 is which compound?
C18H22N4O4S2